# 1
DFT (the ωB97M-V functional and the def2-TZVPD basis) results for a structure of composition C28H55BN2P2PtSi.

Cartesian coordinates (Å):
Pt (0.398, -0.740, -0.527)
C (4.310, -1.619, -1.171)
C (3.674, -0.245, -1.423)
C (4.758, 0.805, -1.704)
C (2.803, -0.359, -2.677)
P (2.554, 0.170, 0.002)
C (2.217, 2.029, -0.209)
N (0.927, 2.251, -0.857)
B (0.045, 1.138, -1.091)
N (-1.178, 1.673, -1.626)
C (-2.316, 0.788, -1.863)
P (-1.981, -0.949, -1.159)
C (-3.544, -1.271, -0.204)
C (-3.524, -2.724, 0.282)
C (-4.826, -0.991, -0.996)
C (-3.516, -0.346, 1.019)
C (-1.808, -2.048, -2.665)
C (-0.825, -1.364, -3.618)
C (-1.198, -3.381, -2.218)
C (-3.103, -2.337, -3.429)
C (-1.048, 3.012, -1.723)
C (-1.935, 4.002, -2.175)
C (-1.494, 5.294, -2.147)
C (-0.184, 5.652, -1.671)
C (0.707, 4.724, -1.217)
C (0.297, 3.378, -1.240)
C (3.399, 0.061, 1.657)
C (4.831, 0.600, 1.653)
C (3.394, -1.417, 2.083)
C (2.579, 0.848, 2.691)
H (4.785, -1.951, -2.095)
H (3.571, -2.371, -0.890)
H (5.081, -1.589, -0.402)
H (5.487, 0.369, -2.388)
H (5.301, 1.132, -0.820)
H (4.347, 1.682, -2.204)
H (3.447, -0.581, -3.529)
H (2.265, 0.563, -2.907)
H (2.087, -1.183, -2.596)
H (3.019, 2.504, -0.775)
H (2.191, 2.478, 0.782)
H (-2.528, 0.718, -2.933)
H (-3.199, 1.202, -1.377)
H (-3.693, -3.431, -0.527)
H (-4.328, -2.860, 1.006)
H (-2.587, -2.979, 0.780)
H (-4.963, -1.653, -1.845)
H (-4.897, 0.038, -1.345)
H (-5.670, -1.147, -0.322)
H (-2.656, -0.546, 1.656)
H (-4.418, -0.525, 1.606)
H (-3.511, 0.714, 0.757)
H (0.142, -1.156, -3.151)
H (-1.199, -0.427, -4.030)
H (-0.626, -2.033, -4.457)
H (-0.244, -3.257, -1.693)
H (-1.003, -3.991, -3.102)
H (-1.856, -3.946, -1.562)
H (-3.617, -1.430, -3.752)
H (-3.795, -2.941, -2.846)
H (-2.856, -2.905, -4.327)
H (-2.920, 3.746, -2.538)
H (-2.139, 6.089, -2.492)
H (0.087, 6.698, -1.677)
H (1.686, 5.003, -0.856)
H (5.500, 0.014, 1.026)
H (5.210, 0.545, 2.674)
H (4.886, 1.645, 1.346)
H (4.033, -2.036, 1.458)
H (2.388, -1.840, 2.072)
H (3.771, -1.479, 3.104)
H (2.712, 1.926, 2.605)
H (2.937, 0.567, 3.681)
H (1.513, 0.612, 2.652)
C (0.372, -0.275, 5.080)
Si (-1.108, -0.402, 3.964)
C (-2.305, 0.985, 4.273)
C (-1.919, -2.066, 4.126)
C (-0.523, -0.243, 2.170)
H (0.024, -0.404, 6.108)
H (0.858, 0.698, 5.020)
H (1.122, -1.042, 4.890)
H (-2.467, 1.099, 5.346)
H (-3.279, 0.831, 3.813)
H (-1.906, 1.933, 3.906)
H (-2.209, -2.237, 5.165)
H (-1.228, -2.865, 3.849)
H (-2.815, -2.166, 3.516)
H (-0.175, -1.146, 1.632)
H (-0.597, 0.682, 1.601)

Values from the calculation:
LUMO (spin up / spin down) = -5.298 / -8.557 eV
net charge = +2
<S²> = 6.0227
2S+1 = 5

# 2
DFT (the ωB97M-V functional and the def2-TZVPD basis) results for an isolated molecule of C9H11N3.

Cartesian coordinates (Å):
C (-3.462, -1.207, -0.115)
N (-2.914, 0.121, -0.182)
C (-1.556, 0.334, 0.016)
N (-0.869, -0.668, 0.411)
C (0.485, -0.407, 0.196)
C (1.317, -1.607, 0.240)
C (2.595, -1.476, -0.192)
C (3.250, -0.205, -0.315)
C (2.482, 0.920, -0.157)
C (1.084, 0.794, 0.184)
C (0.103, 1.874, 0.375)
N (-1.056, 1.450, -0.302)
H (-3.207, -1.945, -1.049)
H (-4.575, -1.203, 0.092)
H (-2.977, -1.789, 0.730)
H (-3.236, 0.681, -0.914)
H (0.815, -2.560, 0.426)
H (3.178, -2.349, -0.235)
H (4.315, -0.174, -0.566)
H (2.857, 1.878, -0.069)
H (-0.006, 2.015, 1.476)
H (0.570, 2.877, -0.032)
H (-1.653, 2.139, -0.736)

Values from the calculation:
LUMO = 0.686 eV

# 3
DFT (the ωB97M-V functional and the def2-TZVPD basis) results for a cluster of 2 separate species, C5H10O2 in total.

Cartesian coordinates (Å):
O (2.190, 0.581, -0.284)
C (1.458, -0.375, 0.353)
C (0.051, -0.258, 0.545)
C (-0.522, 1.157, 0.740)
C (-1.767, 1.119, -0.142)
O (-1.251, 0.508, -1.322)
C (-0.555, -0.582, -0.898)
H (3.039, 0.192, -0.526)
H (0.772, -2.584, -0.368)
H (2.015, -1.186, 0.816)
H (-0.314, -0.965, 1.292)
H (-0.710, 1.386, 1.792)
H (0.179, 1.890, 0.330)
H (-2.185, 2.089, -0.413)
H (-2.550, 0.491, 0.309)
H (0.119, -0.916, -1.693)
H (0.031, -2.546, -0.529)

Values from the calculation:
LUMO (spin up / spin down) = 0.649 / 0.704 eV

# 4
DFT (the ωB97M-V functional and the def2-TZVPD basis) results for the ion C5H6O2P with charge -1.

Cartesian coordinates (Å):
O (-1.493, -1.885, 1.590)
P (-0.508, -1.791, 0.507)
O (0.435, -2.947, 0.239)
C (0.433, -0.102, 0.803)
C (-0.432, 1.025, 0.712)
C (-0.429, 1.664, -0.518)
C (0.515, 0.908, -1.318)
C (1.145, -0.015, -0.578)
H (-1.257, -1.220, -0.626)
H (0.917, -0.127, 1.781)
H (-1.098, 1.409, 1.601)
H (-1.007, 2.480, -0.812)
H (0.766, 1.280, -2.329)
H (2.013, -0.680, -1.051)

Values from the calculation:
LUMO = 3.992 eV
net charge = -1

What are the strongest force on any atom values for these records? In order: 1.46; 6.43; 1.65; 4.60 eV/A.
What are the M values for these records? In order: 715.69; 161.21; 102.13; 129.07 g/mol.